This record from OMol25 describes a gas-phase ion, C5H16N3 (charge +1) at a distorted geometry. The level of theory is ωB97M-V/def2-TZVPD.

Results
SMILES string: CNCCNCC[NH3+]
charge: +1
relative energy (zero: lowest compared OMol25 entry of this formula, charge and spin): 112.8 kcal/mol
lowest unoccupied orbital energy: -3.95 eV
HOMO energy: -11.491 eV

Each line ends with the Löwdin charge.
Geometry (Å):
C -1.11358 2.61269 2.26847  -0.1351
N -1.96631 1.56908 1.62997  -0.1137
C -1.53156 1.08401 0.24803  -0.1782
C -0.07819 0.48152 0.39809  -0.2529
N 0.37181 0.18024 -0.93217  -0.1207
C 1.63538 -0.64830 -0.95105  -0.2227
C 1.20422 -2.07052 -0.66082  -0.2061
N 1.18044 -2.85324 -1.91908  0.1486
H -1.37045 3.55425 1.82959  0.0607
H -0.04422 2.51733 2.41083  0.0549
H -1.70594 2.74215 3.25712  0.1161
H -1.87012 0.85375 2.20309  0.0097
H -1.39158 2.00924 -0.44667  0.1388
H -2.36400 0.40442 -0.07106  0.1159
H -0.10075 -0.54319 0.96526  0.1431
H 0.47869 1.36197 0.90316  0.1241
H 0.65637 0.98941 -1.59028  0.1504
H 2.43992 -0.45792 -0.15956  0.1352
H 2.14282 -0.23787 -1.90104  0.1500
H 0.22411 -2.25748 -0.22955  0.1152
H 1.76438 -2.71117 0.16441  0.1766
H 0.34938 -2.47622 -2.61780  0.2625
H 2.00122 -2.87488 -2.39218  0.0977
H 0.99094 -3.90274 -1.59272  0.2297